Entry 1:
The following is a DFT calculation (ωB97M-V with the def2-TZVPD basis set) of one molecule with the formula C5H8O.

Results
F_max: 0.6 eV Å⁻¹
structure (SMILES): C/C=C/C=C/O
energy above the lowest of the compared OMol25 structures with the same formula, charge and spin: 68.1 kcal/mol
gap between HOMO and LUMO: 8.803 eV

Geometry (Å):
C 1.941 -0.702 -0.024
C 0.648 -0.083 0.432
C 0.269 1.247 0.115
C -1.099 1.250 -0.048
C -1.443 -0.104 -0.268
O -2.608 -0.602 0.258
H 2.166 -0.458 -1.065
H 2.781 -0.346 0.586
H 1.913 -1.790 0.071
H 0.237 -0.499 1.344
H 0.953 2.053 -0.137
H -1.807 2.059 0.097
H -1.092 -0.615 -1.156
H -2.859 -1.411 -0.204

=====

Entry 2:
The following is a DFT calculation (ωB97M-V with the def2-TZVPD basis set) of C6H6Br2N6 as an isolated structure.

Results
F_max: 3.6 eV Å⁻¹
2S+1: 3
expectation value of S²: 2.012
gap between HOMO and LUMO (alpha / beta): 8.301 / 7.863 eV

Geometry (Å):
C 2.433 -1.108 1.412
C 3.337 -0.783 -0.478
C -3.076 0.960 -1.419
C -2.776 1.083 0.690
C 1.586 0.831 0.071
C -1.402 -0.512 -0.518
N 3.341 -2.010 1.243
N 3.972 -1.783 0.093
N -3.829 1.897 -0.910
N -3.594 2.041 0.396
N 2.368 -0.244 0.339
N -2.418 0.377 -0.432
Br -1.233 -1.711 -1.877
Br -1.278 -1.582 1.178
H 1.939 -0.998 2.313
H 3.708 -0.351 -1.518
H -2.911 0.593 -2.459
H -2.490 0.965 1.777
H 1.223 1.424 0.964
H 1.100 0.912 -0.865

=====

Entry 3:
The following is a DFT calculation (ωB97M-V with the def2-TZVPD basis set) of C33H60Cl5N14OY as an isolated structure.

Results
total charge: +2
F_max: 1.0 eV Å⁻¹
gap between HOMO and LUMO: 8.781 eV

Geometry (Å):
Y 0.047 0.231 -0.459
C 1.574 0.832 4.688
N 1.757 1.131 3.273
C 1.722 2.554 2.969
C 2.415 0.251 2.451
N 2.063 0.136 1.189
C 3.073 -0.424 0.288
C 3.283 0.475 -0.932
N 2.039 0.763 -1.678
C 1.974 0.000 -2.943
C 1.710 -1.484 -2.721
N 0.397 -1.704 -2.095
C -0.269 -2.738 -2.571
N -1.625 -2.830 -2.417
C -2.500 -1.713 -2.735
C -2.308 -4.117 -2.409
N 0.349 -3.787 -3.183
C 1.578 -4.379 -2.686
C -0.171 -4.370 -4.412
C 1.911 2.213 -1.964
C 1.548 3.009 -0.715
N 0.269 2.616 -0.089
C -0.571 3.592 0.198
N -0.513 4.833 -0.385
C -0.493 5.004 -1.827
C -0.526 6.056 0.400
N -1.548 3.416 1.123
C -2.736 4.260 1.168
C -1.482 2.458 2.212
N 3.435 -0.458 3.012
C 4.286 0.120 4.043
C 3.650 -1.880 2.803
H 1.811 -0.208 4.901
H 0.528 1.000 4.955
H 2.190 1.471 5.326
H 0.867 3.012 3.462
H 1.640 2.709 1.899
H 2.623 3.053 3.345
H 2.780 -1.425 -0.054
H 4.040 -0.509 0.788
H 4.018 -0.008 -1.581
H 3.718 1.414 -0.590
H 2.913 0.109 -3.498
H 1.161 0.406 -3.542
H 2.518 -1.920 -2.124
H 1.745 -1.956 -3.705
H -2.982 -1.877 -3.704
H -1.918 -0.801 -2.789
H -3.287 -1.615 -1.984
H -2.737 -4.363 -3.384
H -3.128 -4.071 -1.689
H -1.625 -4.908 -2.110
H 1.829 -3.964 -1.711
H 2.415 -4.224 -3.371
H 1.434 -5.455 -2.567
H -0.992 -3.771 -4.798
H -0.507 -5.401 -4.276
H 0.622 -4.371 -5.164
H 1.140 2.340 -2.719
H 2.852 2.603 -2.370
H 1.557 4.064 -0.974
H 2.338 2.856 0.029
H -0.593 4.038 -2.313
H 0.425 5.490 -2.171
H -1.338 5.629 -2.129
H -0.426 5.823 1.459
H -1.434 6.644 0.247
H 0.328 6.670 0.105
H -2.866 4.785 0.228
H -2.683 4.985 1.984
H -3.611 3.629 1.331
H -2.394 1.863 2.241
H -1.413 2.988 3.166
H -0.618 1.804 2.105
H 4.133 1.195 4.110
H 5.329 -0.055 3.773
H 4.112 -0.335 5.021
H 3.534 -2.406 3.755
H 4.656 -2.085 2.430
H 2.926 -2.282 2.101
Cl -5.840 3.831 -3.356
C -4.365 3.021 -3.025
C -4.213 2.300 -1.845
Cl -5.487 2.211 -0.700
C -3.013 1.653 -1.597
Cl -2.766 0.727 -0.145
C -1.925 1.685 -2.477
O -0.817 1.043 -2.228
C -2.105 2.431 -3.658
Cl -0.777 2.516 -4.751
C -3.300 3.085 -3.933
Cl -3.466 3.988 -5.376
C 0.214 -2.877 1.025
N -0.768 -1.762 1.188
C -0.778 -1.394 2.639
N -1.068 -2.518 3.501
C -0.059 -3.555 3.280
N -0.062 -4.005 1.885
C -1.394 -4.523 1.559
N -2.414 -3.492 1.753
C -2.120 -2.358 0.907
C -2.383 -3.066 3.153
H 1.207 -2.487 1.251
H 0.190 -3.206 -0.014
H -1.539 -0.623 2.791
H 0.200 -0.986 2.899
H -0.262 -4.404 3.933
H 0.927 -3.153 3.524
H -1.617 -5.377 2.198
H -1.403 -4.853 0.518
H -2.138 -2.667 -0.137
H -2.879 -1.595 1.082
H -2.598 -3.920 3.794
H -3.148 -2.305 3.322

=====

Entry 4:
The following is a DFT calculation (ωB97M-V with the def2-TZVPD basis set) of C2H5N3S as an isolated structure.

Results
F_max: 9.9 eV Å⁻¹
energy above the lowest of the compared OMol25 structures with the same formula, charge and spin: 87.9 kcal/mol
gap between HOMO and LUMO: 8.379 eV

Geometry (Å):
C 0.490 -0.589 -0.065
C -1.015 0.018 0.043
H 2.509 -0.301 -0.223
H 1.518 0.533 1.016
H -0.174 -2.342 -0.015
H -0.277 1.956 -0.641
H -2.034 1.879 0.426
N 1.563 0.298 -0.099
N 0.780 -1.882 -0.152
N -1.016 1.266 -0.216
S -2.346 -0.835 -0.073

=====

Entry 5:
The following is a DFT calculation (ωB97M-V with the def2-TZVPD basis set) of C18H13MnN3O12S as an isolated structure.

Results
total charge: -1
F_max: 3.7 eV Å⁻¹
2S+1: 5
energy above the lowest of the compared OMol25 structures with the same formula, charge and spin: 0.0 kcal/mol
expectation value of S²: 6.087
gap between HOMO and LUMO (alpha / beta): 5.249 / 6.702 eV

Geometry (Å):
Mn -10.046 5.390 12.674
O -15.560 4.485 16.794
C -15.827 4.841 15.647
O -16.772 5.187 14.978
C -14.424 5.077 14.856
C -14.403 5.408 13.507
C -13.185 5.569 12.874
N -12.046 5.218 13.412
C -12.066 4.808 14.722
C -13.212 4.826 15.493
C -10.743 4.418 15.265
O -10.629 4.145 16.458
O -9.787 4.315 14.382
H -15.363 5.560 12.949
H -13.132 5.919 11.864
H -13.215 4.388 16.526
O -6.031 5.842 12.071
C -7.227 6.111 12.260
O -8.172 5.209 12.120
C -7.592 7.621 12.579
C -6.520 8.419 12.897
C -6.737 9.772 13.043
C -7.977 10.365 13.009
C -9.035 9.532 12.615
C -8.907 8.130 12.602
O -9.957 7.331 12.701
N -10.356 10.084 12.492
O -10.434 11.234 12.975
O -11.313 9.520 12.002
N -5.556 10.607 12.907
O -4.492 9.997 12.636
O -5.614 11.838 13.035
H -5.507 8.051 12.925
H -8.182 11.424 13.184
O -10.581 5.161 10.622
S -10.060 5.981 9.421
C -10.992 5.366 7.962
C -9.982 4.649 7.048
C -8.589 5.188 7.348
C -8.427 5.344 8.856
H -11.351 6.315 7.485
H -11.794 4.769 8.327
H -10.330 4.787 6.009
H -10.041 3.554 7.287
H -8.502 6.198 6.851
H -7.858 4.514 6.984
H -7.628 6.027 9.187
H -8.276 4.427 9.453

=====

Entry 6:
The following is a DFT calculation (ωB97M-V with the def2-TZVPD basis set) of a 2-piece molecular cluster, C22H41N2O6 overall.

Results
F_max: 1.4 eV Å⁻¹
2S+1: 2
expectation value of S²: 0.754
gap between HOMO and LUMO (alpha / beta): 8.417 / 9.543 eV

Geometry (Å):
C -3.207 4.766 1.682
C -2.176 3.992 0.919
O -0.995 4.056 1.135
O -2.706 3.180 -0.020
C -1.881 2.914 -1.165
C -2.322 1.611 -1.827
C -1.127 0.937 -2.510
C -0.128 0.387 -1.471
C -0.076 -1.144 -1.191
N 1.028 -1.692 -2.048
C 1.251 -3.137 -1.959
C 0.843 -1.387 -3.453
C 1.844 -0.439 -4.046
O -0.011 -1.912 -4.123
C -1.446 -1.817 -1.399
C -2.011 -2.675 -0.254
C -3.485 -2.928 -0.598
C -1.338 -4.034 -0.060
N -1.981 -1.881 1.000
O -2.594 -2.421 1.979
C -0.695 -1.190 1.373
C -0.097 -1.862 2.614
C -1.076 0.256 1.759
C 0.385 -1.276 0.274
H -3.155 4.456 2.729
H -4.213 4.574 1.317
H -2.959 5.825 1.630
H -0.838 2.857 -0.852
H -1.961 3.759 -1.857
H -2.747 0.975 -1.046
H -3.110 1.828 -2.552
H -1.470 0.156 -3.192
H -0.629 1.684 -3.138
H -0.302 0.908 -0.531
H 0.886 0.673 -1.760
H 1.642 -3.411 -0.980
H 0.365 -3.739 -2.176
H 2.013 -3.413 -2.693
H 1.757 0.555 -3.609
H 2.854 -0.814 -3.865
H 1.680 -0.377 -5.122
H -2.206 -1.061 -1.597
H -1.433 -2.449 -2.290
H -4.030 -1.981 -0.623
H -3.557 -3.385 -1.587
H -3.951 -3.586 0.135
H -1.330 -4.549 -1.025
H -0.309 -3.976 0.295
H -1.937 -4.640 0.621
H 0.021 -2.938 2.476
H -0.658 -1.629 3.515
H 0.901 -1.430 2.741
H -1.434 0.292 2.788
H -0.267 0.969 1.602
H -1.912 0.581 1.130
H 1.070 -0.441 0.457
H 0.971 -2.180 0.431
O 1.700 0.906 3.821
C 2.525 1.311 3.050
O 3.517 0.472 2.677
C 4.444 0.787 1.633
C 5.617 1.603 2.135
C 2.509 2.732 2.537
H 3.934 1.272 0.800
H 4.787 -0.182 1.274
H 5.297 2.574 2.514
H 6.333 1.769 1.330
H 6.119 1.076 2.946
H 3.023 3.363 3.262
H 1.472 3.056 2.471
H 2.972 2.866 1.564

=====

Entry 7:
The following is a DFT calculation (ωB97M-V with the def2-TZVPD basis set) of a 16-piece molecular cluster, C4H40NO16 overall.

Results
total charge: +1
F_max: 6.7 eV Å⁻¹
energy above the lowest of the compared OMol25 structures with the same formula, charge and spin: 149.0 kcal/mol
gap between HOMO and LUMO: 7.889 eV

Geometry (Å):
C 2.136 -3.707 -2.923
C 1.868 -3.081 -1.630
C 1.560 -3.840 -0.583
C 2.416 -0.810 -2.710
N 1.968 -1.582 -1.590
H 3.206 -3.383 -3.091
H 2.171 -4.725 -2.848
H 1.590 -3.287 -3.639
H 1.225 -3.417 0.337
H 1.573 -4.902 -0.641
H 3.310 -0.232 -2.493
H 2.485 -1.334 -3.657
H 1.574 -1.090 -0.820
H -0.882 2.915 0.345
H -0.978 1.452 0.959
O -1.146 1.979 0.141
H 1.053 4.723 -0.520
H 1.908 5.451 0.496
O 1.712 4.662 0.156
H -1.421 -2.814 1.139
H -0.415 -2.767 0.027
O -1.342 -2.970 0.236
H -0.404 4.183 3.083
H 0.045 2.877 2.786
O -0.730 3.414 2.780
H 0.167 -0.656 2.391
H -1.047 -0.997 1.443
O -0.327 -0.343 1.643
H -1.671 0.751 -3.118
H -1.825 -0.850 -2.959
O -1.231 -0.173 -3.403
H -3.392 2.927 -2.187
H -2.245 2.494 -1.427
O -2.658 2.329 -2.460
H 1.204 0.897 -2.490
H -0.259 -0.288 -2.817
O 1.232 0.007 -2.727
H -4.434 0.475 2.316
H -4.240 1.274 0.961
O -4.539 0.485 1.390
H 4.933 -0.156 0.918
H 3.442 -0.455 1.390
O 4.043 0.114 1.071
H 0.733 0.277 4.206
H 1.418 -1.005 4.437
O 0.626 -0.637 4.177
H 1.600 0.815 0.428
H 2.867 1.321 -0.449
O 1.862 0.939 -0.423
H -3.145 -0.644 1.768
H -3.469 -1.806 2.647
O -2.777 -1.425 2.167
H 2.694 1.816 3.630
H 1.792 2.082 2.531
O 2.209 1.266 2.991
H -2.751 -2.180 -0.925
H -2.900 -2.760 -2.339
O -2.565 -1.930 -1.889
H -2.839 2.255 0.124
H -3.404 3.260 1.233
O -3.588 2.804 0.412

=====

Entry 8:
The following is a DFT calculation (ωB97M-V with the def2-TZVPD basis set) of one molecule with the formula C3H5NS2.

Results
F_max: 6.3 eV Å⁻¹
structure (SMILES): CC(=S)/C=N\S
energy above the lowest of the compared OMol25 structures with the same formula, charge and spin: 85.6 kcal/mol
gap between HOMO and LUMO: 8.002 eV

Geometry (Å):
C 0.400 -1.688 0.088
C -0.652 -0.641 0.471
S -2.220 -0.956 0.520
C -0.350 0.972 0.646
N 0.079 1.959 -0.012
S 0.394 1.721 -1.727
H -0.103 -2.719 -0.160
H 1.266 -1.437 -0.594
H 0.922 -1.715 0.903
H -0.757 1.650 1.544
H 1.021 2.853 -1.678